Below is an isolated molecule of C4H7NO2, with properties calculated with wB97M-V/def2-TZVPD.

Its energy above the lowest of the compared OMol25 structures with the same formula, charge and spin is 79.7 kcal/mol. As for the total energy: -9843.822 eV. Its molar mass is 101.10 g mol⁻¹. Its frontier orbital gap is 8.70 eV. Its LUMO energy is 0.02795 Eh.

Last column: Mulliken charge in e.
CARTESIAN COORDINATES (ANGSTROEM)
N: -1.9412 1.5574 -0.2078  -0.4383
C: -1.1562 0.4978 -0.0060  0.6762
O: -1.4695 -0.2809 1.0379  -0.5301
C: -0.1023 0.0666 -0.7733  -1.1642
C: 1.2463 -0.1265 -0.1818  0.2788
C: 1.6514 -1.2788 0.6175  -0.4131
O: 2.0576 -1.1609 -0.7295  -0.4290
H: -2.8421 1.6115 0.2335  0.2311
H: -1.6996 2.1269 -0.9959  0.2268
H: -0.8557 -0.9534 0.6406  0.4070
H: -0.0702 0.3803 -1.8006  0.2349
H: 1.8282 0.7873 -0.0176  0.3710
H: 0.9177 -2.0562 0.8214  0.2885
H: 2.4355 -1.1711 1.3617  0.2604

=====

Below is an isolated molecule of C4H7NO2, with properties calculated with wB97M-V/def2-TZVPD.

Its energy above the lowest of the compared OMol25 structures with the same formula, charge and spin is 39.1 kcal/mol. As for the total energy: -9845.583 eV. Its molar mass is 101.10 g mol⁻¹. Its frontier orbital gap is 9.56 eV. Its LUMO energy is 0.02788 Eh.

Last column: Mulliken charge in e.
CARTESIAN COORDINATES (ANGSTROEM)
C: -1.6750 -0.2228 -0.9973  -1.3075
C: -0.3978 0.1207 -0.7518  0.8655
O: 0.2463 0.7546 -1.7583  -0.4936
N: 0.3285 -0.0733 0.4022  0.0430
C: 1.4115 0.8212 0.7733  -0.9229
C: 0.0474 -1.1675 1.2046  0.0195
O: 0.5964 -1.3878 2.2577  -0.5297
H: -1.9218 -0.5611 -2.0021  0.2760
H: -2.3778 -0.4548 -0.2263  0.3533
H: -0.5648 0.8511 -2.2861  0.3603
H: 1.6069 0.7102 1.8374  0.3303
H: 2.3209 0.5860 0.2233  0.3077
H: 1.1281 1.8479 0.5576  0.3286
H: -0.7306 -1.8102 0.7645  0.3697

=====

Below is a cluster of 2 separate species, C4H7NO2 in total, with properties calculated with wB97M-V/def2-TZVPD.

Its energy above the lowest of the compared OMol25 structures with the same formula, charge and spin is 52.0 kcal/mol. As for the total energy: -9845.026 eV. Its molar mass is 101.10 g mol⁻¹. Its frontier orbital gap is 11.65 eV. Its LUMO energy is 0.02515 Eh.

Last column: Mulliken charge in e.
CARTESIAN COORDINATES (ANGSTROEM)
N: -0.6510 -0.3393 1.8316  -0.4789
C: 0.3353 -0.6594 1.3244  0.4133
C: 1.6722 -0.6762 0.7198  -0.2154
O: 1.5809 -0.1032 -0.5879  -0.2974
C: 0.5429 -0.6505 -1.2542  -0.0742
O: -0.1328 -1.5356 -0.7995  -0.4478
H: 2.1146 -1.6748 0.6599  0.2561
H: 2.2930 -0.0222 1.3314  0.2770
H: 0.4129 -0.2141 -2.2446  0.4345
C: -1.6457 1.1729 -0.1887  -0.8364
H: -2.3402 0.4503 0.2535  0.2875
H: -1.4227 1.9449 0.5511  0.3080
H: -2.0621 1.5884 -1.0995  0.3746
H: -0.6974 0.7190 -0.4973  -0.0009

=====

Below is an isolated molecule of C4H7NO2, with properties calculated with wB97M-V/def2-TZVPD.

Its energy above the lowest of the compared OMol25 structures with the same formula, charge and spin is 38.5 kcal/mol. As for the total energy: -9845.611 eV. Its molar mass is 101.10 g mol⁻¹. Its frontier orbital gap is 10.55 eV. Its LUMO energy is 0.02791 Eh.

Last column: Mulliken charge in e.
CARTESIAN COORDINATES (ANGSTROEM)
C: -1.1143 0.2753 -1.0525  -1.4495
C: 0.0145 -0.2893 -0.1597  0.6328
C: -0.5319 -1.6555 0.2199  -0.2638
O: -0.8166 -1.9675 1.3373  -0.4612
N: 0.4607 0.4765 0.9526  -0.2880
C: 1.7756 0.9202 1.0317  0.0175
O: 2.5514 0.8926 0.1012  -0.5008
H: -1.6443 -0.5168 -1.6038  0.3551
H: -1.8986 0.7620 -0.4701  0.4015
H: -0.8649 1.0419 -1.7847  0.3542
H: 0.7887 -0.5114 -0.9074  0.2004
H: -0.5873 -2.3552 -0.6529  0.3543
H: -0.1098 1.2930 1.1436  0.2864
H: 1.9767 1.6342 1.8450  0.3613

=====

Below is an isolated molecule of C4H7NO2, with properties calculated with wB97M-V/def2-TZVPD.

Its energy above the lowest of the compared OMol25 structures with the same formula, charge and spin is 50.1 kcal/mol. As for the total energy: -9845.107 eV. Its molar mass is 101.10 g mol⁻¹. Its frontier orbital gap is 10.96 eV. Its LUMO energy is 0.03261 Eh.

Last column: Mulliken charge in e.
CARTESIAN COORDINATES (ANGSTROEM)
C: 2.2088 -0.7871 0.0453  -0.6295
O: 0.8026 -0.6907 -0.0739  -0.2758
C: 0.3133 0.5809 -0.0085  0.6878
O: 0.9732 1.5954 -0.0258  -0.5355
N: -1.1106 0.6295 -0.0176  -0.3692
C: -1.7972 -0.3912 0.7296  -0.2232
C: -1.7929 -0.4864 -0.6997  -0.2840
H: 2.3742 -1.8929 0.0365  0.2260
H: 2.8077 -0.3318 -0.7751  0.2763
H: 2.5452 -0.4052 1.0394  0.2885
H: -2.6956 -0.0054 1.2439  0.2079
H: -1.2030 -1.0763 1.3691  0.1980
H: -1.1333 -1.2248 -1.1143  0.2290
H: -2.7190 -0.2046 -1.2786  0.2036

=====

Below is a cluster of 2 separate species, C4H7NO2 in total, with properties calculated with wB97M-V/def2-TZVPD.

Its energy above the lowest of the compared OMol25 structures with the same formula, charge and spin is 126.7 kcal/mol. As for the total energy: -9841.785 eV. Its molar mass is 101.10 g mol⁻¹. Its frontier orbital gap is 8.86 eV. Its LUMO energy is -0.02574 Eh.

Last column: Mulliken charge in e.
CARTESIAN COORDINATES (ANGSTROEM)
N: -0.1132 -1.9312 1.4502  -0.3589
C: -0.8975 -1.8081 0.3508  0.0984
O: -1.0780 -2.6513 -0.5048  -0.5703
C: 0.3334 1.1746 0.8980  -0.9532
C: 1.0193 1.4914 -0.2976  0.4698
C: 0.0258 1.1993 -1.4079  -0.4467
O: 0.5329 2.4777 -1.2339  -0.3715
H: 0.4844 -2.7444 1.5000  0.2296
H: 0.2048 -1.0675 1.8780  0.3319
H: -0.5381 1.8528 0.9582  0.2516
H: -1.4022 -0.8195 0.3310  0.3017
H: 2.0391 1.1677 -0.4964  0.3904
H: -1.0365 1.0648 -1.2045  0.3254
H: 0.4259 0.5937 -2.2210  0.3020